1.
Density functional theory data (wB97M-V/def2-TZVPD) for a cluster of 2 separate species, C5H8N2 in total.

Structure (XYZ):
```
15
Properties=species:S:1:pos:R:3:forces:R:3:nbo_charge:R:1
C 0.577 1.760 -0.601 0.272 0.136 -0.264 -0.47
C 1.057 0.426 -0.725 -0.107 0.317 0.153 -0.14
C 1.493 0.062 0.589 -0.060 -0.058 0.175 0.16
N 0.564 -0.707 1.084 0.110 0.065 -0.028 -0.47
C -0.534 -0.741 0.144 0.062 -0.126 0.005 0.18
N -1.586 -1.622 0.515 -0.146 0.066 -0.160 -0.86
C 0.064 -0.512 -1.124 -0.273 0.084 0.058 -0.41
H 1.191 2.537 -0.147 -0.060 -0.103 -0.035 0.19
H -0.155 2.121 -1.319 0.046 -0.070 0.114 0.21
H -0.753 0.798 0.350 -0.014 -0.213 0.009 0.00
H 2.284 0.500 1.187 -0.082 -0.077 -0.076 0.22
H 0.472 -1.059 2.026 0.034 0.086 -0.107 0.43
H -2.417 -1.112 0.794 0.135 -0.044 -0.062 0.38
H -1.819 -2.228 -0.262 -0.002 0.012 0.117 0.38
H -0.579 -0.246 -1.959 0.084 -0.077 0.102 0.20
```
Forces are in eV/Å.

Its total energy is -8289.4872 eV. The calculation puts the energy relative to the best compared isomer or geometry (same formula, charge and spin) at 531.5 kJ/mol. Its HOMO-LUMO gap is 7.87 eV. The molecular weight comes out at 96.133 Da. The calculation puts the HOMO energy at -7.1 eV. The total charge is 0.

=====

2.
Density functional theory data (wB97M-V/def2-TZVPD) for the molecule C5H8N2 at a distorted geometry.

Structure (XYZ):
```
15
Properties=species:S:1:pos:R:3:forces:R:3:nbo_charge:R:1
H -1.168 -0.897 2.239 1.589 0.902 -2.543 0.33
N -0.540 -0.647 1.349 -1.704 -0.629 2.326 -0.73
C -0.484 0.629 1.128 -0.033 -0.934 1.265 0.21
C -1.208 1.588 2.056 -1.981 1.436 -1.583 -0.67
C 0.282 1.071 0.025 3.107 -2.788 -3.052 -0.51
C 0.957 -0.256 -0.740 -0.910 2.993 0.157 0.64
N 1.405 -1.054 -1.516 -1.175 2.476 3.459 -0.43
C 1.089 -1.820 -2.646 0.037 -1.395 -0.922 -0.43
H -2.290 1.189 2.188 1.706 1.091 -0.371 0.23
H -0.793 1.644 3.008 1.016 -0.729 1.825 0.23
H -1.145 2.717 1.817 -0.595 -1.806 -0.450 0.22
H 0.863 2.032 -0.102 -0.854 -1.485 0.113 0.24
H 0.307 -2.548 -2.423 -0.439 0.516 0.103 0.23
H 1.899 -2.496 -2.925 0.370 0.542 -0.108 0.22
H 0.827 -1.151 -3.459 -0.133 -0.190 -0.219 0.22
```
Forces are in eV/Å.

Its total energy is -8290.7596 eV. The calculation puts the energy relative to the best compared isomer or geometry (same formula, charge and spin) at 408.8 kJ/mol. Its HOMO-LUMO gap is 8.05 eV. The molecular weight comes out at 96.133 Da. The calculation puts the HOMO energy at -7.4 eV. The total charge is 0. Its SMILES is [H]/N=C(\C)C=C=NC.